1.
11
Properties=species:S:1:pos:R:3:forces:R:3:lowdin_charge:R:1 method="wB97M-V/def2-TZVPD" homo_ev=-8.4 total_charge=0 e_above_lowest_kcal_mol=49.9 energy_ha=-699.5926 smiles="Nc1cc(=S)o[nH]1" gap_ha=0.3255
N -0.383 0.569 1.742 0.942 -0.645 -0.625 0.149
C -0.107 0.108 0.488 -0.921 -0.275 0.245 -0.381
C 0.054 0.762 -0.673 -0.023 -0.234 -0.652 -0.032
C 0.365 -0.257 -1.660 0.413 0.521 0.458 -0.867
S 0.767 -0.180 -3.243 -0.262 -0.035 0.359 0.657
O 0.387 -1.450 -0.991 -0.403 -0.833 -0.417 -0.095
N -0.105 -1.305 0.349 1.141 1.531 -0.829 0.104
H -0.371 1.556 1.796 -0.424 0.822 0.420 0.095
H -1.123 0.052 2.147 -0.700 -0.011 0.859 0.098
H -0.143 1.819 -0.865 0.342 -0.571 0.041 0.123
H 0.661 -1.674 0.910 -0.103 -0.270 0.142 0.149

=====

2.
20
Properties=species:S:1:pos:R:3:forces:R:3:lowdin_charge:R:1 method="wB97M-V/def2-TZVPD" homo_ev=-12.7 total_charge=+1 e_above_lowest_kcal_mol=13.1 energy_ha=-799.8945 gap_ha=0.3357
O 2.499 -0.746 -0.809 -0.490 -0.377 0.131 0.089
C 1.337 -1.015 -1.011 1.545 0.835 -0.750 -0.169
C 0.453 0.140 -1.513 -1.349 0.129 2.100 -0.253
C -0.963 -0.047 -0.951 -1.726 -1.364 -0.141 -0.520
S -1.884 -1.399 -1.829 0.254 -0.111 -0.490 0.740
N 1.071 1.362 -0.801 -0.236 -0.380 -2.274 0.212
H 0.943 -2.001 -0.798 -0.536 -0.271 -0.109 0.134
H 0.413 0.392 -2.578 0.332 -0.486 0.106 0.166
H -1.672 0.764 -0.994 0.566 0.906 -0.241 0.073
H -1.103 -0.448 0.053 1.264 0.512 0.169 0.036
H -2.737 -1.646 -0.813 0.259 0.079 -0.179 -0.116
H 0.507 2.153 -1.113 -0.003 0.212 0.690 0.173
H 2.006 1.486 -1.210 0.040 -0.129 0.675 0.171
H 1.061 1.228 0.214 -0.194 0.423 0.219 0.129
H -0.624 1.889 2.335 -0.053 0.721 -0.590 0.071
H -0.320 0.489 2.104 -0.235 0.154 -1.313 0.015
O -0.456 1.322 1.566 0.371 -0.391 1.675 -0.090
H -0.893 -1.568 2.830 -0.215 -0.050 -0.385 0.085
H 0.533 -1.171 3.006 -0.388 -0.133 -0.975 0.104
O -0.171 -1.184 2.310 0.795 -0.279 1.679 -0.049